# 1
Density functional theory data (the ωB97M-V functional and the def2-TZVPD basis) for a molecular structure, BeCl4 in a non-equilibrium geometry.

The calculation puts the HOMO energy at -2.473 eV. The energy is -1855.5981 hartree. As for the lowest unoccupied orbital energy: 0.1747 Ha. The value obtained for the molar mass is 150.82 g mol⁻¹. The relative energy (zero: lowest compared OMol25 entry of this formula, charge and spin) comes out at 77.6 kcal/mol. The value obtained for the strongest force on any atom is 1.79 eV Å⁻¹. For the gap between HOMO and LUMO, the calculation gives 7.228 eV.

ORCA input file:
```
! RIJCOSX wB97M-V def2-TZVPD def2/J DEFGRID3
* xyz -2 1
Be -0.012 0.176 0.225
Cl 2.832 -0.534 -0.095
Cl 0.391 2.151 -1.831
Cl -2.804 0.475 -0.148
Cl -0.407 -2.269 1.849
*
```



# 2
Density functional theory data (the ωB97M-V functional and the def2-TZVPD basis) for a gas-phase ion, C3H8BrN2 (charge +1) in a non-equilibrium geometry.

The calculation puts the HOMO energy at -14.442 eV. The energy is -2802.3645 hartree. As for the lowest unoccupied orbital energy: -0.1616 Ha. The value obtained for the molar mass is 152.02 g mol⁻¹. The relative energy (zero: lowest compared OMol25 entry of this formula, charge and spin) comes out at 25.1 kcal/mol. The SMILES is CNC(=[NH2+])CBr. The value obtained for the strongest force on any atom is 4.33 eV Å⁻¹. For the gap between HOMO and LUMO, the calculation gives 10.045 eV.

ORCA input file:
```
! RIJCOSX wB97M-V def2-TZVPD def2/J DEFGRID3
* xyz 1 1
C 1.559 -1.114 -0.137
N 0.251 -0.685 0.493
C -0.291 0.503 0.116
N 0.224 1.199 -0.890
C -1.688 0.694 0.643
Br -2.986 -0.101 -0.486
H 1.900 -1.796 0.579
H 1.447 -1.709 -1.082
H 2.432 -0.599 -0.313
H 0.067 -1.285 1.299
H -0.084 2.079 -1.206
H 0.960 0.734 -1.324
H -1.964 1.722 0.671
H -1.827 0.357 1.636
*
```



# 3
Density functional theory data (the ωB97M-V functional and the def2-TZVPD basis) for 2 unconnected molecules or ions with the total composition CH4OSSi in a non-equilibrium geometry.

The calculation puts the HOMO energy at -8.488 eV. The energy is -803.3327 hartree. As for the lowest unoccupied orbital energy: -0.0151 Ha. The value obtained for the molar mass is 92.19 g mol⁻¹. The relative energy (zero: lowest compared OMol25 entry of this formula, charge and spin) comes out at 13.0 kcal/mol. The SMILES is O=[SiH2].C=S. The value obtained for the strongest force on any atom is 2.75 eV Å⁻¹. For the gap between HOMO and LUMO, the calculation gives 8.077 eV.

ORCA input file:
```
! RIJCOSX wB97M-V def2-TZVPD def2/J DEFGRID3
* xyz 0 1
O -0.553 -1.492 -0.426
Si -0.174 -2.495 0.604
H -0.763 -2.439 1.887
H 0.712 -3.474 0.098
C -0.393 2.033 0.399
S 1.136 2.345 0.025
H -1.124 1.276 0.173
H -0.793 2.862 1.030
*
```



# 4
Density functional theory data (the ωB97M-V functional and the def2-TZVPD basis) for 2 unconnected molecules or ions with the total composition C2H5N3O in a non-equilibrium geometry.

The calculation puts the HOMO energy at -8.464 eV. The energy is -318.5773 hartree. As for the lowest unoccupied orbital energy: 0.0312 Ha. The value obtained for the molar mass is 87.08 g mol⁻¹. The relative energy (zero: lowest compared OMol25 entry of this formula, charge and spin) comes out at 108.7 kcal/mol. The value obtained for the strongest force on any atom is 4.05 eV Å⁻¹. For the gap between HOMO and LUMO, the calculation gives 9.312 eV.

ORCA input file:
```
! RIJCOSX wB97M-V def2-TZVPD def2/J DEFGRID3
* xyz 0 1
C -0.182 0.939 -0.825
C 1.067 0.832 -0.310
N -2.326 -2.483 0.082
N -1.330 -2.022 0.347
N -0.355 -1.329 0.332
O 1.484 1.346 0.908
H -0.280 0.871 -1.883
H -0.948 1.271 -0.203
H 1.859 0.328 -0.877
H 0.341 -1.332 1.154
H 0.670 1.579 1.276
*
```



# 5
Density functional theory data (the ωB97M-V functional and the def2-TZVPD basis) for a molecular structure, C4H6LiMnO2 in a non-equilibrium geometry.

The calculation puts the HOMO energy (alpha / beta) at -11.227 / -12.029 eV. The energy is -1464.6917 hartree. As for the lowest unoccupied orbital energy (alpha / beta): -0.1650 / -0.1699 Ha. The value obtained for the molar mass is 147.97 g mol⁻¹. The relative energy (zero: lowest compared OMol25 entry of this formula, charge and spin) comes out at 13.8 kcal/mol. The value obtained for the strongest force on any atom is 2.42 eV Å⁻¹. For the gap between HOMO and LUMO (alpha / beta), the calculation gives 6.738 / 7.406 eV.

ORCA input file:
```
! RIJCOSX wB97M-V def2-TZVPD def2/J DEFGRID3
* xyz 1 6
O 0.240 -1.884 -0.817
C 0.166 -1.670 0.531
C 1.237 -1.211 1.267
Mn -1.596 -1.439 -0.386
Li 1.358 -0.451 -1.034
H 2.265 -1.395 0.910
H 1.144 -0.991 2.333
C -0.644 1.304 -0.842
C 0.125 1.348 0.283
O -1.771 0.472 -0.883
H -0.647 2.091 -1.598
H 0.933 2.081 0.313
H -0.253 0.876 1.192
H -2.558 0.870 -1.268
*
```



# 6
Density functional theory data (the ωB97M-V functional and the def2-TZVPD basis) for C5H14N2O in the gas phase in a non-equilibrium geometry.

The calculation puts the HOMO energy at -9.099 eV. The energy is -383.5999 hartree. As for the lowest unoccupied orbital energy: 0.0379 Ha. The value obtained for the molar mass is 118.18 g mol⁻¹. The relative energy (zero: lowest compared OMol25 entry of this formula, charge and spin) comes out at 63.3 kcal/mol. The SMILES is NCCNCCCO. The value obtained for the strongest force on any atom is 2.96 eV Å⁻¹. For the gap between HOMO and LUMO, the calculation gives 10.129 eV.

ORCA input file:
```
! RIJCOSX wB97M-V def2-TZVPD def2/J DEFGRID3
* xyz 0 1
N -3.254 -0.443 1.192
C -2.280 0.674 1.017
C -1.384 0.435 -0.216
N -0.237 -0.274 0.441
C 0.564 -1.016 -0.515
C 1.630 -0.113 -1.187
C 2.606 0.583 -0.259
O 3.898 -0.025 -0.124
H -4.157 -0.026 1.001
H -3.179 -0.847 2.106
H -2.800 1.651 0.991
H -1.583 0.773 1.877
H -1.931 -0.148 -0.959
H -0.963 1.424 -0.529
H -0.582 -0.949 1.102
H 1.275 -1.766 -0.119
H -0.083 -1.566 -1.227
H 2.034 -0.750 -2.026
H 1.126 0.661 -1.786
H 2.305 0.751 0.767
H 2.864 1.564 -0.687
H 4.131 -0.595 -0.860
*
```



Which formula does entry 1 have? BeCl4



relative energy (zero: lowest compared OMol25 entry of this formula, charge and spin) of number 6 (C5H14N2O)? 63.3 kcal/mol